Record 1
24
Properties=species:S:1:pos:R:3:mulliken_charge:R:1 method="wB97M-V/def2-TZVPD" charge=0 orbital_gap_ev=9.927 homo_energy_ev=-9.41
C 0.892 -2.878 -0.203 -0.7130
N 0.195 -2.265 0.987 -0.2149
C 0.933 -1.471 1.837 0.7104
C -0.015 -0.739 2.682 -1.0047
O 2.153 -1.308 1.704 -0.6284
H 0.404 -3.966 -0.700 0.2738
H 0.935 -2.240 -1.094 0.1881
H 1.958 -3.280 -0.019 0.2634
H -0.822 -2.568 0.935 0.2886
H 0.665 0.020 3.110 0.3261
H -1.003 -0.348 2.282 0.2318
H -0.336 -1.290 3.733 0.2869
C 0.637 0.723 -2.369 -0.7378
N 0.175 1.511 -1.231 -0.2237
C -1.176 2.067 -1.238 0.5778
C -1.832 2.360 0.105 -1.0442
O -1.811 2.328 -2.248 -0.5984
H -0.235 -0.048 -2.348 0.2170
H 0.602 1.425 -3.266 0.2150
H 1.584 0.246 -2.265 0.3611
H 0.644 1.408 -0.361 0.2559
H -1.287 2.071 1.023 0.2751
H -2.318 3.332 -0.099 0.3120
H -2.743 1.976 0.249 0.3821

---

Record 2
168
Properties=species:S:1:pos:R:3:mulliken_charge:R:1 method="wB97M-V/def2-TZVPD" charge=0 orbital_gap_ev=9.035 homo_energy_ev=-8.60
C -2.400 2.646 3.653 -1.3634
C -1.469 1.492 3.425 2.6811
C -0.541 1.339 4.719 -1.4207
O 0.387 0.292 4.435 0.1001
C 1.392 0.053 5.454 -0.7718
N -2.202 0.173 3.232 -0.4350
H -1.844 3.473 4.143 0.3406
H -3.365 2.433 4.139 0.4107
H -2.740 3.069 2.633 0.1113
H -0.779 1.590 2.553 -1.7759
H -1.043 1.072 5.639 0.4775
H 0.040 2.227 4.924 0.4984
H 0.946 0.025 6.485 0.3047
H 2.134 0.896 5.477 0.2958
H 1.866 -0.844 5.078 0.1008
H -1.505 -0.542 3.210 0.0061
H -2.624 -0.001 4.121 0.3164
C 1.548 -2.627 -3.598 -1.2778
C 2.466 -3.842 -3.512 0.3765
C 3.685 -3.737 -2.609 -0.2526
O 4.295 -2.537 -2.808 -0.3715
C 5.527 -2.408 -2.164 -0.7259
N 1.640 -4.956 -3.068 -0.5742
H 0.590 -2.872 -4.050 0.4093
H 2.000 -1.777 -4.084 0.3799
H 1.305 -2.249 -2.645 -0.0638
H 2.840 -3.980 -4.552 0.2560
H 4.293 -4.564 -2.974 0.6320
H 3.332 -3.814 -1.555 -0.2129
H 6.163 -3.232 -2.267 0.4952
H 5.371 -2.156 -1.090 0.0860
H 6.005 -1.571 -2.626 0.2556
H 2.225 -5.825 -2.959 0.2206
H 0.938 -5.104 -3.785 0.2564
C -6.043 -1.381 -5.116 -1.0154
C -5.340 -2.171 -4.098 -0.0678
C -3.811 -1.978 -4.261 -0.4683
O -3.408 -0.600 -4.271 -0.5638
C -2.137 -0.431 -3.631 -0.4686
N -5.838 -1.840 -2.760 -0.6008
H -5.508 -1.423 -6.078 0.3906
H -5.798 -0.334 -4.819 0.0053
H -7.133 -1.474 -5.154 0.3143
H -5.393 -3.277 -4.242 0.3687
H -3.480 -2.342 -5.248 0.3780
H -3.345 -2.482 -3.411 0.2111
H -1.389 -1.143 -4.039 0.2255
H -2.243 -0.609 -2.579 0.1821
H -1.790 0.589 -3.815 0.2477
H -5.390 -2.316 -1.981 0.3570
H -5.838 -0.840 -2.653 0.3035
C -0.168 -5.996 3.709 -1.1212
C -0.457 -4.835 4.663 0.6039
C 0.513 -3.728 4.349 0.4813
O 1.860 -4.213 4.358 -0.3358
C 2.482 -4.396 5.619 -1.0023
N -1.765 -4.167 4.713 -0.7803
H -0.134 -5.706 2.651 0.0479
H -0.953 -6.767 3.914 0.4126
H 0.744 -6.576 3.831 0.3148
H -0.301 -5.214 5.670 0.5085
H 0.313 -2.878 5.044 0.1356
H 0.367 -3.377 3.332 -0.8565
H 2.052 -5.245 6.106 0.3317
H 2.333 -3.492 6.246 0.3312
H 3.544 -4.523 5.492 0.2987
H -2.424 -4.909 4.692 0.3112
H -1.942 -3.667 3.859 0.1802
C -0.093 6.744 1.248 -1.1263
C -0.360 5.464 2.002 0.1628
C -0.426 4.348 0.975 1.4267
O -1.545 4.638 0.129 -0.5126
C -1.930 3.525 -0.704 0.3545
N 0.622 5.186 3.066 -0.5594
H 0.858 6.696 0.675 0.1541
H -0.271 7.645 1.842 0.4478
H -0.867 6.835 0.438 0.1049
H -1.399 5.527 2.481 0.2117
H -0.511 3.363 1.391 -1.2625
H 0.432 4.418 0.374 0.3510
H -3.021 3.526 -0.878 0.1548
H -1.704 2.596 -0.205 -0.4136
H -1.329 3.611 -1.685 0.0058
H 1.544 5.045 2.649 0.1569
H 0.680 6.039 3.636 0.3092
C -0.327 0.151 -0.042 -1.1860
C 0.950 -0.652 -0.213 3.0599
C 1.784 0.032 -1.277 -0.7988
O 0.955 0.314 -2.359 0.3859
C 1.649 1.041 -3.385 -0.6483
N 1.541 -0.772 1.125 0.2210
H -0.053 1.038 0.425 -0.0548
H -1.101 -0.392 0.493 0.2757
H -0.730 0.427 -0.992 0.2140
H 0.614 -1.641 -0.700 -1.4216
H 2.586 -0.690 -1.530 -0.1484
H 2.172 0.993 -0.958 0.4688
H 2.542 0.505 -3.714 0.3198
H 2.073 1.999 -2.910 -0.1203
H 0.899 1.256 -4.191 0.2065
H 2.467 -1.203 1.161 -0.1976
H 0.913 -1.381 1.736 -0.4077
C -2.274 5.557 -4.778 -1.6850
C -2.186 5.921 -3.307 1.6084
C -0.701 6.185 -2.836 -0.5671
O 0.204 5.070 -2.942 -0.2044
C 1.473 5.510 -2.427 -0.2992
N -2.763 7.250 -3.181 -0.7317
H -1.992 6.391 -5.402 0.4699
H -3.308 5.268 -5.052 0.3887
H -1.586 4.720 -5.047 0.3021
H -2.632 5.141 -2.671 -0.4326
H -0.750 6.500 -1.811 -0.1220
H -0.317 7.011 -3.442 0.5675
H 2.041 6.147 -3.042 0.3931
H 1.972 4.540 -2.328 -0.1653
H 1.312 5.995 -1.429 0.1201
H -3.088 7.454 -2.244 0.2193
H -3.488 7.416 -3.803 0.2306
C 5.592 -4.326 1.322 -1.2666
C 4.102 -4.050 1.673 0.6915
O 3.948 -3.326 2.862 -0.5784
H 5.541 -4.723 0.309 0.3684
H 6.090 -5.000 2.031 0.3130
H 6.035 -3.353 1.317 0.1730
H 3.635 -5.013 1.814 0.6958
H 3.708 -3.542 0.819 -0.6552
H 3.040 -3.577 3.240 0.2475
C 5.784 -0.622 1.827 0.5325
O 5.066 -0.890 0.843 -0.5489
N 6.679 0.385 1.831 -0.3946
N 5.823 -1.348 3.008 -0.3110
H 6.846 0.937 1.016 0.2419
H 7.302 0.430 2.623 0.1386
H 6.332 -1.010 3.832 0.2215
H 5.120 -2.097 3.043 0.2996
C -0.345 -3.900 0.325 0.0626
O -0.615 -3.610 1.468 -0.4591
N -1.318 -3.828 -0.616 -0.2614
N 0.942 -4.210 -0.055 0.0392
H -2.266 -3.795 -0.306 0.1629
H -1.182 -4.062 -1.579 0.1197
H 0.977 -4.534 -1.023 0.0545
H 1.671 -4.298 0.580 0.0426
C -4.553 -1.442 0.398 0.6044
O -4.824 -2.523 -0.161 -0.7815
N -3.682 -1.407 1.496 -0.0988
N -5.073 -0.223 0.015 -0.3333
H -3.257 -2.326 1.813 -0.0282
H -3.610 -0.602 2.103 0.2583
H -5.752 -0.284 -0.756 0.1963
H -5.205 0.442 0.743 0.1701
C 3.188 2.858 1.105 0.3619
O 3.303 4.055 1.155 -0.7321
N 4.095 2.207 0.304 -0.0519
N 2.191 2.168 1.696 0.4162
H 4.656 2.843 -0.197 0.2051
H 4.142 1.161 0.298 -0.0700
H 1.899 2.520 2.579 0.1777
H 2.219 1.168 1.592 -0.2148
C -5.434 2.209 -2.530 0.6150
O -5.864 2.742 -1.526 -0.6773
N -5.916 2.574 -3.810 -0.3643
N -4.497 1.259 -2.536 0.5967
H -5.699 2.210 -4.683 0.1344
H -6.484 3.377 -3.789 0.2262
H -4.253 0.940 -1.592 -0.3284
H -4.279 0.728 -3.351 0.1366

---

Record 3
41
Properties=species:S:1:pos:R:3:lowdin_spin:R:1 method="wB97M-V/def2-TZVPD" spin_multiplicity=2 charge=+1 orbital_gap_ev="10.545 / 6.355" homo_energy_ev="-13.40 / -13.40"
C -2.727 1.916 0.506 0.0095
C -1.755 0.852 0.009 0.0694
N -1.552 -0.242 0.957 0.6387
C -2.762 -1.027 1.300 0.0488
C -2.616 -2.316 0.481 0.0296
C -1.092 -2.498 0.365 0.0315
C -0.429 -1.136 0.693 0.0586
H -2.853 1.900 1.589 -0.0002
H -3.656 1.874 -0.045 -0.0001
H -2.321 2.913 0.324 0.0011
H -1.985 0.469 -0.985 0.0358
H -0.735 1.246 -0.063 0.0081
H -3.610 -0.406 1.040 0.0009
H -2.729 -1.280 2.362 0.0187
H -2.980 -3.216 0.967 0.0012
H -3.088 -2.145 -0.485 0.0020
H -0.714 -2.894 -0.573 0.0032
H -0.678 -3.157 1.123 0.0001
H 0.083 -1.231 1.657 0.0279
H 0.222 -0.707 -0.055 0.0032
H -0.020 0.844 2.438 0.0021
H 0.927 1.914 1.827 0.0001
O 0.899 1.107 2.384 0.0070
H 3.419 -0.365 1.833 0.0000
H 2.612 0.250 2.966 0.0000
O 3.012 -0.586 2.677 0.0006
H 0.802 -0.403 -2.433 0.0000
H -0.165 -1.300 -3.285 0.0000
O 0.035 -0.992 -2.395 0.0019
H 1.810 1.122 -2.777 0.0000
H 0.950 1.971 -3.719 0.0000
O 1.460 1.157 -3.684 0.0000
H 1.960 2.555 0.191 0.0000
H 0.976 3.687 0.205 0.0000
O 1.624 3.253 0.780 0.0001
H 4.004 1.270 -1.137 0.0000
H 3.011 0.111 -1.024 0.0000
O 3.061 1.090 -1.039 0.0000
H 2.319 -1.939 -2.409 0.0000
H 2.361 -1.895 -0.897 0.0000
O 2.921 -1.768 -1.672 0.0001

---

Record 4
118
Properties=species:S:1:pos:R:3:mulliken_charge:R:1 method="wB97M-V/def2-TZVPD" charge=0 orbital_gap_ev=7.601 homo_energy_ev=-8.54
C -0.438 -4.773 -5.528 -1.0205
C 0.148 -5.930 -4.552 -0.2658
C -0.143 -5.655 -2.999 -0.6597
N 1.096 -5.622 -2.142 -0.2641
C 1.940 -4.500 -2.549 -0.0350
C 1.664 -3.171 -2.173 0.2643
C 0.439 -2.730 -1.226 -0.7029
C 1.075 -2.624 0.264 -0.5675
C 0.343 -1.558 1.198 -0.9210
C 0.756 -0.029 0.898 0.8163
C 1.669 0.585 2.091 -0.9249
C 3.219 0.231 1.930 0.1124
C 4.173 1.024 2.954 -0.5824
C 5.722 0.601 2.734 -0.7267
C 5.997 -0.954 3.008 -0.1163
C 7.484 -1.422 2.533 -0.6348
O 7.422 -2.420 1.489 -0.3713
C 7.780 -3.737 1.985 -0.6061
C 2.622 -2.007 -2.710 0.2558
O 2.487 -0.891 -2.137 -0.6843
C 3.690 -2.241 -3.882 0.1034
N 4.332 -1.119 -4.561 -0.2965
C 3.308 -0.086 -4.984 -0.2568
C 3.827 0.802 -6.210 -1.1153
C 3.990 -3.595 -4.215 0.5359
C 5.047 -4.042 -5.313 -1.3484
N 4.423 -4.464 -6.612 -0.5663
C 3.222 -4.750 -3.450 0.4556
O 3.689 -5.922 -3.543 -0.6749
H -0.192 -5.138 -6.591 0.3492
H -1.566 -4.661 -5.436 0.3310
H 0.132 -3.787 -5.411 0.1670
H 1.255 -6.089 -4.776 0.2028
H -0.402 -6.886 -4.874 0.3288
H -0.812 -6.476 -2.583 0.4071
H -0.730 -4.667 -2.951 0.2414
H 1.573 -6.531 -2.293 0.5179
H -0.351 -3.556 -1.159 0.4543
H -0.044 -1.767 -1.581 0.2937
H 2.155 -2.292 0.116 0.2120
H 1.023 -3.693 0.686 0.3804
H 0.712 -1.767 2.272 0.3598
H -0.797 -1.692 1.252 0.3465
H 1.350 0.107 -0.063 0.0211
H -0.208 0.603 0.770 -0.4255
H 1.579 1.728 1.970 0.2365
H 1.243 0.284 3.112 0.3248
H 3.342 -0.904 2.006 -0.0682
H 3.527 0.584 0.885 0.1202
H 4.144 2.160 2.781 0.2903
H 3.947 0.789 4.047 0.3144
H 6.430 1.191 3.421 0.3184
H 6.062 0.816 1.657 0.3395
H 5.940 -1.147 4.139 0.2455
H 5.276 -1.652 2.469 0.0887
H 8.028 -1.779 3.466 0.3230
H 8.004 -0.493 2.133 0.3757
H 7.227 -4.507 1.335 0.1982
H 8.901 -3.924 1.820 0.2222
H 7.462 -3.813 3.073 0.3214
H 4.775 -1.404 -5.443 0.3248
H 2.314 -0.622 -5.211 0.2280
H 3.083 0.633 -4.128 0.1941
H 3.050 1.573 -6.505 0.3594
H 4.814 1.286 -5.871 0.2846
H 4.069 0.085 -7.070 0.3128
H 5.878 -3.263 -5.453 0.4725
H 5.584 -4.966 -4.883 0.3024
H 5.007 -4.032 -7.341 0.2431
H 4.508 -5.475 -6.762 0.2430
C -2.927 2.244 0.089 -0.8954
O -1.664 2.890 0.116 -0.2888
C -1.235 3.379 -1.155 -0.8762
C -1.361 4.901 -1.236 -0.1513
N -2.757 5.327 -1.297 -0.3006
C -2.977 6.754 -1.040 -0.7219
C -2.456 7.353 0.276 -0.4699
O -3.161 6.936 1.441 -0.4408
C -2.820 5.641 1.910 -0.2796
H -3.037 1.683 1.019 0.1334
H -3.740 2.971 0.042 0.4678
H -3.004 1.545 -0.749 0.3651
H -1.752 2.882 -1.982 0.4154
H -0.173 3.123 -1.234 0.3923
H -0.837 5.259 -2.130 0.4212
H -0.851 5.313 -0.359 0.1243
H -3.293 4.802 -0.617 0.0550
H -4.059 6.910 -1.072 0.3772
H -2.552 7.321 -1.878 0.3824
H -2.615 8.434 0.217 0.3527
H -1.377 7.220 0.409 0.3425
H -1.755 5.424 1.796 0.2732
H -3.427 4.890 1.404 -0.0588
H -3.068 5.588 2.973 0.3540
C -5.475 -0.386 5.862 -0.6880
O -6.778 -0.405 5.301 -0.3223
C -7.705 0.465 5.952 -0.8099
C -7.993 1.707 5.106 -0.1446
N -6.845 2.608 5.057 -0.3207
C -6.915 3.637 4.013 -0.7515
C -7.112 3.193 2.555 -0.5343
O -5.987 2.543 1.972 -0.3323
C -5.826 1.185 2.351 -0.6453
H -4.934 -1.256 5.485 0.2293
H -4.924 0.506 5.553 0.2810
H -5.506 -0.443 6.954 0.3269
H -7.380 0.728 6.964 0.3904
H -8.636 -0.102 6.047 0.3910
H -8.850 2.241 5.531 0.3945
H -8.274 1.356 4.107 0.1320
H -6.004 2.065 4.902 0.0881
H -5.976 4.196 4.069 0.3914
H -7.715 4.339 4.279 0.3974
H -7.254 4.104 1.964 0.3693
H -8.020 2.600 2.406 0.3396
H -6.781 0.664 2.452 0.3401
H -5.251 1.126 3.277 0.1881
H -5.240 0.681 1.579 0.3112

---

Record 5
9
Properties=species:S:1:pos:R:3:mulliken_charge:R:1 method="wB97M-V/def2-TZVPD" charge=0 orbital_gap_ev=9.352 homo_energy_ev=-10.35
C 0.187 -0.333 0.268 -0.5721
O 1.046 -0.305 1.297 -0.4091
P 2.998 -0.148 0.792 0.8949
O 3.731 -0.283 2.005 -0.4920
Br 2.996 1.773 -0.238 -0.0776
Br 3.251 -1.711 -0.638 -0.0697
H 0.714 -0.447 -0.694 0.2455
H -0.487 0.571 0.147 0.2143
H -0.364 -1.235 0.406 0.2658

---

Record 6
54
Properties=species:S:1:pos:R:3:mulliken_charge:R:1 method="wB97M-V/def2-TZVPD" charge=-1 orbital_gap_ev=4.525 homo_energy_ev=-2.65
C -3.794 0.187 2.595 -1.0227
S -4.231 0.502 0.874 0.3030
C -4.539 2.274 0.881 -1.1937
C -2.561 0.616 -0.131 -0.4594
C -1.793 -0.436 0.649 0.8550
C -0.539 -0.040 1.348 0.0067
C -0.055 1.283 1.325 -0.3166
C 1.205 1.572 1.847 -0.6890
C 1.968 0.556 2.439 -0.0466
Br 3.694 0.941 3.078 -0.2206
C 1.441 -0.742 2.554 -0.6312
C 0.191 -1.036 2.013 -0.5054
O -2.226 -1.599 0.720 -0.8653
H -4.728 0.369 3.140 0.4946
H -3.490 -0.862 2.696 0.2781
H -3.006 0.884 2.910 0.3039
H -5.441 2.397 1.486 0.4837
H -3.687 2.782 1.348 0.3210
H -4.709 2.617 -0.142 0.2953
H -2.251 1.645 0.085 0.6435
H -0.667 2.076 0.892 0.1981
H 1.590 2.585 1.788 0.4275
H 2.008 -1.519 3.051 0.4144
H -0.223 -2.042 2.090 0.4121
O -6.031 -2.238 -3.182 -0.3666
C -5.644 -1.855 -2.156 0.0180
Co -4.913 -1.209 -0.706 0.2129
C -4.240 0.121 -1.859 -0.5245
O -4.830 0.975 -2.466 -0.7026
C -4.164 -2.551 0.222 0.3663
O -4.032 -3.567 0.767 -0.4970
C -1.833 -1.922 -2.558 -0.5251
C -2.450 -3.108 -3.122 1.0791
C -2.376 -4.334 -2.431 -0.1923
C -2.938 -5.487 -2.978 -0.8167
C -3.572 -5.436 -4.222 -0.3739
C -3.632 -4.229 -4.925 -0.6369
C -3.071 -3.072 -4.385 -0.0311
C -1.848 -0.718 -2.065 -0.9846
C -2.666 0.434 -1.558 2.7351
Co -0.141 -1.323 -2.199 -0.1589
C 0.391 -2.535 -1.045 0.1588
O 0.754 -3.345 -0.304 -0.4183
C 0.550 0.218 -1.829 -0.3565
O 1.029 1.249 -1.589 -0.4580
C 0.929 -1.742 -3.484 0.3747
O 1.691 -2.003 -4.311 -0.4647
H -1.895 -4.351 -1.450 0.3830
H -2.883 -6.419 -2.418 0.3705
H -4.022 -6.336 -4.641 0.3583
H -4.125 -4.174 -5.895 0.3587
H -3.113 -2.117 -4.915 0.3926
H -1.891 1.477 -1.983 0.1390
H -2.694 1.479 -2.248 0.0743